Entry 1:
Below is a cluster of 2 separate species, C10H9BrO in total at a distorted geometry, with properties calculated with wB97M-V/def2-TZVPD.

The energy above the lowest of the compared OMol25 structures with the same formula, charge and spin is 5.230 eV. As for the lowest unoccupied orbital energy (spin up / spin down): -0.53 / -0.56 eV. Its electronic energy is -3035.480689 hartree.

Cartesian coordinates (Å):
C -2.596 -0.977 1.832
C -1.458 -1.072 1.339
C 2.673 1.466 -0.053
C 1.821 1.457 1.032
C 2.492 0.399 -1.041
C 0.818 0.550 1.146
C 1.462 -0.479 -0.927
C 0.606 -0.465 0.180
C -2.192 0.416 -1.427
C -0.547 -1.294 0.314
O -0.692 -2.372 -0.492
Br -3.679 0.666 -0.352
H -3.543 -0.645 2.061
H 3.557 2.068 0.024
H 2.154 2.123 1.833
H 3.131 0.364 -1.776
H 0.177 0.602 2.021
H 1.437 -1.379 -1.559
H -2.478 -0.071 -2.449
H -1.749 1.443 -1.579
H -1.392 -2.800 -0.129



Entry 2:
Below is a cluster of 2 separate species, C10H9Cl2NO in total at a distorted geometry, with properties calculated with wB97M-V/def2-TZVPD.

The energy above the lowest of the compared OMol25 structures with the same formula, charge and spin is 2.841 eV. As for the lowest unoccupied orbital energy: 0.52 eV. Its electronic energy is -1436.714465 hartree.

Cartesian coordinates (Å):
C 0.255 -2.420 -1.772
C -0.398 -1.714 -1.049
C -1.364 -1.076 -0.255
C -2.702 -1.514 -0.248
C -3.726 -0.850 0.454
C -3.505 0.321 1.167
C -2.220 0.903 1.031
C -1.153 0.189 0.375
N 0.176 0.600 0.424
C 0.888 1.155 -0.454
Cl 0.365 2.251 -1.861
O 2.202 1.109 -0.189
C 3.199 1.867 -0.847
H 0.772 -3.076 -2.394
H -2.902 -2.569 -0.575
H -4.564 -1.439 0.697
H -4.380 0.852 1.675
H -1.977 1.837 1.456
H 3.097 2.927 -0.639
H 3.095 1.832 -1.923
H 4.143 1.348 -0.471
Cl 4.887 -1.226 2.204
H 5.811 -1.306 3.195



Entry 3:
Below is an isolated molecule of C10H9Cl2P at a distorted geometry, with properties calculated with wB97M-V/def2-TZVPD.

The energy above the lowest of the compared OMol25 structures with the same formula, charge and spin is 0.000 eV. As for the lowest unoccupied orbital energy: -0.27 eV. Its electronic energy is -1648.143145 hartree.

Cartesian coordinates (Å):
Cl 1.967 1.669 1.529
C 1.742 0.580 0.100
Cl 1.319 1.524 -1.282
C 3.012 -0.268 0.017
C 2.708 -1.407 1.000
P 0.921 -1.917 0.815
C 0.590 -0.385 0.245
C -0.763 -0.011 -0.094
C -1.407 1.038 0.592
C -2.720 1.337 0.406
C -3.389 0.595 -0.577
C -2.881 -0.434 -1.299
C -1.499 -0.786 -1.038
H 3.912 0.314 0.351
H 3.019 -0.776 -0.963
H 3.241 -2.412 0.821
H 3.070 -1.173 2.051
H -0.789 1.648 1.266
H -3.100 2.288 0.663
H -4.420 0.927 -0.859
H -3.525 -0.746 -2.128
H -1.009 -1.605 -1.612



Entry 4:
Below is an isolated molecule of C10H9ClN2OS at a distorted geometry, with properties calculated with wB97M-V/def2-TZVPD.

The energy above the lowest of the compared OMol25 structures with the same formula, charge and spin is 7.143 eV. As for the lowest unoccupied orbital energy: 0.30 eV. Its electronic energy is -1429.343292 hartree.

Cartesian coordinates (Å):
O -0.968 -2.657 -0.113
C -1.270 -1.371 -0.120
C -2.313 -0.785 -0.916
C -2.825 0.408 -0.808
C -2.210 1.097 -0.038
Cl -2.783 2.917 0.176
C -1.243 0.718 0.940
C -0.857 -0.637 0.943
C 0.376 -0.993 1.465
N 1.414 -0.011 1.509
C 2.070 0.312 0.434
N 1.524 0.294 -0.715
C 2.227 0.787 -1.799
C 3.404 1.242 -1.380
S 3.491 1.481 0.502
H -1.568 -3.053 -0.728
H -2.975 -1.420 -1.532
H -3.809 0.908 -1.232
H -0.713 1.515 1.691
H 0.050 -1.240 2.703
H 0.837 -1.857 1.090
H 2.067 -0.126 2.487
H 1.982 0.513 -2.599
H 4.093 1.960 -1.960



Entry 5:
Below is a cluster of 2 separate species, C10H9F3O9S in total at a distorted geometry, with properties calculated with wB97M-V/def2-TZVPD.

Its charge is -2. As for the lowest unoccupied orbital energy: 2.99 eV. Its electronic energy is -1761.166725 hartree.

Cartesian coordinates (Å):
C -2.377 0.089 -1.895
O -2.531 -0.737 -0.716
C -1.754 -1.950 -0.812
C -0.290 -1.620 -0.204
C 0.751 -1.292 -1.372
C 1.068 0.243 -1.605
C 1.395 1.209 -0.587
S 1.560 1.095 1.231
O 0.216 1.456 1.827
O 2.546 2.146 1.677
C 2.152 -0.551 1.880
F 2.827 -1.353 0.949
F 1.100 -1.204 2.538
F 3.103 -0.261 2.902
C 1.664 2.529 -1.387
O 1.928 3.676 -0.947
O 1.510 2.269 -2.793
C 1.006 0.948 -3.017
O 0.612 0.405 -4.086
H -2.091 -0.498 -2.828
H -3.386 0.592 -2.131
H -1.642 0.951 -1.698
H -2.215 -2.779 -0.174
H -1.656 -2.356 -1.874
H 0.099 -2.564 0.332
H -0.437 -0.791 0.559
H 1.760 -1.839 -1.273
H 0.308 -1.683 -2.361
C -1.795 0.925 4.438
O -1.521 -0.071 3.753
O -1.153 1.298 5.466
O -2.757 1.719 4.209



Entry 6:
Below is a cluster of 2 separate species, C10H9FNO2S in total at a distorted geometry, with properties calculated with wB97M-V/def2-TZVPD.

The energy above the lowest of the compared OMol25 structures with the same formula, charge and spin is 0.000 eV. Its charge is -1. As for the lowest unoccupied orbital energy: 3.39 eV. Its electronic energy is -1089.738846 hartree.

Cartesian coordinates (Å):
C 2.871 1.824 -0.251
C 3.003 0.511 0.166
C 1.602 2.281 -0.439
C 1.986 -0.396 0.197
C 0.527 1.511 -0.265
C 0.684 0.119 0.018
C -3.041 2.169 -0.237
C -0.312 -2.062 0.396
C -1.566 -2.822 -0.081
C -1.746 -0.120 -0.011
N -0.439 -0.681 0.032
O -3.315 2.103 0.877
O -3.110 2.484 -1.345
F -2.184 -0.080 1.327
S -2.638 -1.506 -0.793
H 3.662 2.628 -0.223
H 3.921 0.048 0.415
H 1.420 3.326 -0.725
H 2.112 -1.588 0.290
H -0.559 1.785 -0.632
H -0.185 -2.245 1.428
H 0.554 -2.502 -0.155
H -1.277 -3.493 -0.825
H -1.971 -3.296 0.834